Entry 1:
A molecular structure, C5H12AlO3. Source: the Open Molecules 2025 dataset; level of theory: ωB97M-V/def2-TZVPD.

Positions of all 21 atoms, in Å:
O  -2.7969  -2.1011  0.4150
C  -1.5302  -2.5554  -0.0743
C  -0.3963  -2.0999  0.8295
C  -0.4177  -0.5981  1.1444
Al  0.2994  0.5614  -0.3104
O  2.0619  0.9169  -0.2263
C  2.1425  2.1890  -0.8120
C  1.0095  3.0607  -0.2468
O  -0.1618  2.2881  -0.1844
H  -3.4130  -2.0920  -0.3197
H  -1.5427  -3.6533  -0.1157
H  -1.3544  -2.1715  -1.0827
H  0.5167  -2.3507  0.2728
H  -0.3731  -2.7292  1.7285
H  -1.4472  -0.2944  1.3561
H  0.1477  -0.4103  2.0636
H  -0.0340  -0.1079  -1.7707
H  3.1292  2.6459  -0.6422
H  2.0024  2.1297  -1.9077
H  1.2756  3.4168  0.7624
H  0.8824  3.9550  -0.8791

Atomic forces in eV per Å
O -0.039 -0.090 0.118
C 0.041 -0.051 -0.038
C 0.093 0.019 -0.067
C -0.027 0.003 -0.060
Al -0.007 -0.115 0.026
O -0.022 0.045 -0.121
C 0.068 0.025 0.082
C -0.035 -0.023 0.068
O 0.052 0.126 -0.191
H 0.011 0.033 -0.037
H 0.046 0.003 -0.080
H -0.055 0.093 0.026
H 0.036 -0.093 0.081
H -0.144 0.052 0.057
H 0.002 -0.021 0.095
H 0.042 0.023 -0.008
H -0.065 0.009 -0.004
H -0.027 0.027 0.075
H 0.025 -0.016 -0.007
H 0.098 -0.017 -0.001
H -0.093 -0.030 -0.012

Summary:
**Charge**: -1
**HOMO energy**: -0.15971 Eh
**LUMO level**: 3.52 eV
**ΔE to the lowest compared entry with this formula, charge and spin**: 0.7 kcal/mol

***

Entry 2:
A molecular structure, C5H12Cl2NO at a distorted geometry. Source: the Open Molecules 2025 dataset; level of theory: ωB97M-V/def2-TZVPD.

Positions of all 21 atoms, in Å:
C  1.6788  -0.4010  -1.1267
C  0.6612  -1.2187  0.9327
C  0.8781  0.0164  0.1206
C  -1.2237  1.3896  0.4726
C  -3.2746  -0.6236  0.2741
N  -0.4463  0.6577  -0.4300
O  -1.8663  2.4192  -0.1421
Cl  -4.7175  0.2038  -0.1965
Cl  -2.4175  -1.2692  -1.0390
H  1.0786  -1.2356  -1.4424
H  1.7145  0.4950  -1.8529
H  2.7873  -0.5558  -1.0752
H  -0.3062  -1.5836  1.2728
H  1.4391  -1.2686  1.7788
H  0.9598  -2.0041  0.2245
H  1.4379  0.8694  0.6609
H  -1.2857  1.1480  1.5120
H  -3.3370  -1.1719  1.1046
H  -1.0371  -0.2222  -0.8625
H  -0.1727  1.3927  -1.1989
H  -2.6992  2.7232  0.3066

Atomic forces in eV per Å
C 0.381 2.853 -0.957
C 1.659 -1.612 1.046
C 1.299 2.603 0.089
C -2.020 0.449 -0.118
C -0.444 3.013 -3.264
N 1.851 0.285 -1.616
O -0.310 -0.405 0.797
Cl 0.577 -0.071 0.408
Cl -0.336 -1.227 -0.455
H 0.533 -0.440 -1.269
H -0.572 -1.443 0.606
H -1.202 -0.585 0.843
H -0.224 0.862 0.285
H -1.411 0.113 -1.128
H -0.068 -0.322 0.667
H -1.196 -1.310 -0.590
H 0.111 0.093 0.304
H -0.084 -2.127 3.117
H 0.957 1.802 0.258
H -0.639 -2.011 1.277
H 1.139 -0.522 -0.298

Summary:
**Charge**: +1
**HOMO energy (spin up / spin down)**: -0.44755 / -0.46635 Eh
**LUMO level (spin up / spin down)**: -4.56 / -3.71 eV
**ΔE to the lowest compared entry with this formula, charge and spin**: 65.3 kcal/mol

***

Entry 3:
C5H12ClNOS in the gas phase at a distorted geometry. Source: the Open Molecules 2025 dataset; level of theory: ωB97M-V/def2-TZVPD.

Positions of all 21 atoms, in Å:
C  -2.2557  0.9145  -0.9037
C  1.7410  -1.6572  2.9407
C  -0.9854  0.3428  -0.4121
C  0.1624  0.2371  -1.3565
C  1.1801  -0.8770  -1.0387
N  1.5913  -0.9505  0.3104
O  -0.6099  1.0233  0.8126
S  1.3873  -2.1325  1.1918
Cl  3.0720  -3.4686  1.1736
H  -2.5597  0.2325  -1.6846
H  -3.0100  0.9177  -0.2085
H  -2.1258  1.8326  -1.5093
H  1.4846  -2.6808  3.3080
H  2.7532  -1.3177  3.2224
H  0.7665  -1.0113  3.1246
H  -1.3724  1.2666  1.3642
H  -1.0985  -0.7003  -0.0715
H  -0.1333  0.1172  -2.3440
H  0.7054  1.1679  -1.2255
H  0.7308  -1.8476  -1.4437
H  1.9683  -0.6172  -1.7050

Atomic forces in eV per Å
C 1.453 -0.207 -3.718
C -3.429 -0.261 -0.866
C -0.253 -1.165 2.673
C 1.474 1.216 2.455
C -1.750 -1.145 -1.171
N 0.442 4.922 -3.080
O 0.766 0.500 -0.054
S -2.933 -1.697 4.371
Cl 3.296 -2.850 -0.424
H -0.564 -0.472 -0.335
H -1.713 0.451 1.763
H -0.046 0.064 0.985
H 0.532 0.881 0.485
H -0.672 -0.028 -0.465
H 2.578 -0.764 0.236
H 0.197 -0.355 -0.707
H -0.839 -0.030 -0.178
H -0.690 -0.124 -1.898
H 0.150 0.429 -0.432
H 0.710 0.799 0.670
H 1.290 -0.166 -0.311

Summary:
**HOMO energy (spin up / spin down)**: -0.20247 / -0.34878 Eh
**LUMO level (spin up / spin down)**: 0.74 / -2.34 eV
**2S+1**: 3
**⟨S²⟩**: 2.01

***

Entry 4:
A molecular structure, C5H12CoO3 at a distorted geometry. Source: the Open Molecules 2025 dataset; level of theory: ωB97M-V/def2-TZVPD.

Positions of all 21 atoms, in Å:
H  -0.0365  -2.3926  -3.1232
C  -2.8722  1.3309  -1.1082
O  -2.1538  1.5184  -2.2871
C  -1.9574  1.3345  0.1117
O  -0.8453  0.4580  -0.1788
C  0.0894  0.3239  0.8879
C  1.0396  -0.8079  0.5723
O  2.3316  -0.3669  0.8858
C  3.3060  -1.3841  0.8662
Co  -0.4495  0.6950  -2.0478
H  -3.4272  0.3719  -1.1229
H  -3.6191  2.1296  -0.9480
H  -2.4654  0.9584  1.0106
H  -1.5584  2.3424  0.3088
H  -0.4552  0.0863  1.8124
H  0.5647  1.2954  1.0902
H  1.0851  -1.2587  -0.4353
H  0.7199  -1.6979  1.1406
H  4.2763  -0.9069  1.0434
H  3.0855  -2.1424  1.6357
H  3.3417  -1.8873  -0.1142

Atomic forces in eV per Å
H -0.008 0.061 0.005
C -0.690 -0.227 0.842
O 2.238 -0.847 -0.075
C -0.590 0.531 0.327
O -0.166 -0.034 -0.155
C -0.053 0.062 0.734
C 0.946 -0.821 0.425
O -0.315 0.364 0.203
C 0.283 -0.463 -0.018
Co -1.893 0.783 -0.670
H 0.181 0.301 -0.140
H 0.268 -0.203 -0.241
H 0.112 0.089 -0.251
H -0.046 -0.277 -0.057
H -0.115 -0.011 -0.361
H 0.298 -0.378 -0.383
H -0.617 0.736 -0.564
H 0.323 0.202 0.324
H -0.319 -0.198 0.077
H 0.207 0.220 -0.159
H -0.046 0.111 0.135

Summary:
**Charge**: +1
**HOMO energy (spin up / spin down)**: -0.50275 / -0.50263 Eh
**LUMO level (spin up / spin down)**: -5.54 / -5.85 eV
**ΔE to the lowest compared entry with this formula, charge and spin**: 47.0 kcal/mol
**2S+1**: 5
**⟨S²⟩**: 6.01